Entry 1:
15
Properties=species:S:1:pos:R:3:mulliken_charge:R:1 method="wB97M-V/def2-TZVPD" lumo_ev="-6.360 / -6.354" smiles="CC(=[N+]=O)C1CC1" charge=+1
C 1.137 -1.842 0.207 -1.290
C 0.578 -0.525 -0.069 0.731
N 1.501 0.235 -0.774 0.255
O 2.221 1.116 -0.807 -0.239
C -0.757 -0.031 0.096 -0.190
C -1.052 1.302 0.695 -0.384
C -1.313 1.168 -0.701 -0.546
H 2.185 -1.727 0.077 0.453
H 1.037 -2.671 -0.408 0.369
H 1.087 -2.099 1.278 0.348
H -1.300 -0.954 0.372 0.440
H -0.299 1.972 1.076 0.259
H -1.926 1.420 1.412 0.256
H -2.436 1.072 -1.061 0.242
H -0.663 1.565 -1.393 0.299


Entry 2:
12
Properties=species:S:1:pos:R:3:mulliken_charge:R:1 method="wB97M-V/def2-TZVPD" lumo_ev="-0.349 / -0.353" charge=0
O 1.625 1.946 0.657 -0.605
C 0.827 1.045 0.415 0.172
C 1.365 -0.338 0.244 -0.247
C 1.915 -1.414 0.214 0.088
C -0.596 1.191 0.449 -0.566
C -1.141 -0.469 -1.022 -0.455
N -1.378 0.096 0.129 -0.074
H 2.435 -2.347 0.181 0.391
H -1.059 2.054 0.904 0.401
H -1.264 -1.530 -1.188 0.319
H -0.825 0.186 -1.816 0.330
H -1.904 -0.418 0.835 0.246


Entry 3:
25
Properties=species:S:1:pos:R:3:lowdin_spin:R:1 method="wB97M-V/def2-TZVPD" lumo_ev="0.591 / -2.753" charge=0 s2=2.01 spin_multiplicity=3
C -3.045 -0.283 -0.216 0.000
C -2.239 -1.329 -0.854 0.001
C -2.253 1.065 -0.235 0.000
C -0.936 -1.654 -0.009 0.007
C -0.888 0.848 0.507 0.000
C -0.107 -0.374 -0.034 0.003
N 4.143 -0.319 1.133 0.094
P 2.878 -0.083 0.019 0.367
S 3.247 -1.052 -1.724 0.369
S 3.551 3.191 -0.330 0.955
S 1.282 -0.749 1.158 0.152
H -4.016 0.057 -0.689 0.000
H -3.229 -0.381 0.848 0.000
H -2.754 -2.220 -0.904 0.000
H -1.821 -0.991 -1.820 0.000
H -2.248 1.386 -1.247 0.000
H -2.788 1.806 0.348 0.000
H -1.230 -1.780 1.034 0.002
H -0.333 -2.427 -0.298 0.002
H -0.346 1.730 0.566 0.000
H -1.236 0.552 1.499 0.000
H 0.296 -0.268 -1.077 -0.001
H 5.093 -0.475 0.928 0.002
H 4.034 0.455 1.765 0.002
H 4.946 3.295 -0.366 0.043


Entry 4:
12
Properties=species:S:1:pos:R:3:mulliken_charge:R:1 method="wB97M-V/def2-TZVPD" lumo_ev=-4.053 charge=+1
C 1.582 -0.228 1.570 0.127
C 0.263 0.453 0.068 0.307
N 2.294 0.115 0.500 -0.263
N 1.469 0.535 -0.434 -0.218
N -0.973 0.774 -0.550 -0.087
O 0.265 -0.010 1.347 -0.254
H 1.953 -0.815 2.493 0.362
H -1.706 -1.907 -1.619 0.319
H -1.156 -1.460 -1.152 -0.201
H -1.671 1.245 -0.010 0.397
H -1.509 -0.120 -0.911 0.102
H -0.811 1.418 -1.301 0.409


Entry 5:
9
Properties=species:S:1:pos:R:3:lowdin_spin:R:1 method="wB97M-V/def2-TZVPD" lumo_ev="-4.362 / -4.543" charge=+1 s2=8.76 spin_multiplicity=6
H 1.736 0.462 0.353 -0.002
O 1.248 1.580 0.635 0.014
C 0.036 1.080 0.511 0.039
C 0.185 -0.291 0.209 0.010
O -0.674 -0.947 -0.628 0.121
Cr -0.239 -2.310 -1.806 4.773
Li -2.322 -0.364 -0.157 0.039
H -0.659 1.701 -0.079 0.004
H 0.690 -0.913 0.963 0.003


Entry 6:
49
Properties=species:S:1:pos:R:3:mulliken_charge:R:1 method="wB97M-V/def2-TZVPD" lumo_ev="1.172 / 1.171" charge=-1
Pd 0.635 -1.616 0.519 0.946
O 3.481 -2.013 3.771 -0.764
C 2.791 -1.932 2.751 0.345
O 1.537 -1.840 2.664 -0.517
C 3.563 -1.981 1.414 0.147
C 4.937 -2.155 1.393 -0.658
C 5.575 -2.259 0.168 -0.185
C 4.830 -2.222 -0.999 -0.661
C 3.456 -2.044 -0.914 0.242
N 2.871 -1.901 0.278 0.361
C 2.602 -2.120 -2.209 -0.041
O 3.214 -2.488 -3.217 -0.794
O 1.369 -1.892 -2.092 -0.385
H 5.469 -2.207 2.332 0.519
H 6.649 -2.401 0.123 0.396
H 5.271 -2.349 -1.977 0.492
S 0.187 -4.145 0.091 -0.169
C -0.849 -2.874 -0.336 -0.173
N -1.086 -2.548 -1.652 0.077
C -1.959 -1.600 -2.027 -0.318
C -2.715 -0.928 -1.107 -0.559
C -2.524 -1.201 0.254 -0.261
C -1.584 -2.134 0.657 -0.620
H -0.356 -2.834 -2.302 0.409
H -2.012 -1.401 -3.087 0.412
H -3.419 -0.174 -1.426 0.399
H -3.118 -0.677 0.992 0.371
H -1.525 -2.486 1.678 0.576
C -4.040 4.567 0.153 -1.437
C -2.904 3.579 0.184 0.828
C -2.521 2.949 1.361 -1.138
C -1.420 2.100 1.413 0.906
C -1.061 1.429 2.711 -1.648
C -0.665 1.881 0.250 -0.177
Te 1.201 0.854 0.350 -0.024
C -1.095 2.432 -0.967 1.297
C -0.417 2.123 -2.279 -1.746
C -2.197 3.282 -0.973 -1.052
H -4.522 4.644 1.127 0.347
H -4.792 4.284 -0.586 0.325
H -3.670 5.558 -0.120 0.321
H -3.089 3.128 2.269 0.224
H -1.853 1.556 3.451 0.364
H -0.134 1.833 3.120 0.384
H -0.882 0.363 2.563 0.280
H 0.020 1.125 -2.274 0.271
H 0.396 2.825 -2.480 0.344
H -1.135 2.193 -3.098 0.393
H -2.512 3.720 -1.917 0.351


Entry 7:
48
Properties=species:S:1:pos:R:3:mulliken_charge:R:1 method="wB97M-V/def2-TZVPD" lumo_ev=2.574 charge=-1
K -0.689 -0.450 -0.068 0.856
C -4.712 1.796 -2.125 -0.933
C -3.348 1.748 -1.780 -0.280
N -3.053 0.634 -1.119 -0.191
N -4.213 -0.054 -1.025 0.113
C -5.220 0.619 -1.618 -0.229
B -4.309 -1.428 -0.311 0.331
N -3.425 -2.491 -1.021 0.149
C -3.842 -3.642 -1.586 -0.220
C -2.741 -4.297 -2.097 -0.875
C -1.669 -3.440 -1.785 -0.374
N -2.085 -2.355 -1.138 -0.195
N -3.937 -1.308 1.194 0.036
C -4.736 -1.579 2.245 -0.219
C -4.025 -1.342 3.402 -0.981
C -2.767 -0.916 2.939 -0.289
N -2.718 -0.896 1.611 -0.096
H -5.243 2.567 -2.660 0.346
H -2.570 2.471 -1.981 0.423
H -6.218 0.210 -1.634 0.405
H -5.460 -1.804 -0.376 -0.204
H -4.887 -3.909 -1.580 0.413
H -2.715 -5.243 -2.612 0.342
H -0.617 -3.566 -1.998 0.424
H -5.747 -1.923 2.090 0.410
H -4.361 -1.461 4.419 0.342
H -1.895 -0.629 3.510 0.426
C 6.713 0.602 1.480 -1.285
C 6.021 1.447 0.447 0.753
C 6.718 2.081 -0.568 -0.681
C 6.047 2.854 -1.505 0.201
Cl 6.962 3.651 -2.772 -0.263
C 4.677 2.991 -1.456 -0.896
C 3.956 2.358 -0.447 -0.601
C 4.630 1.607 0.506 0.847
O 4.030 0.983 1.547 -0.468
C 2.629 1.197 1.759 -0.809
C 1.729 0.425 0.775 1.173
O 1.686 -0.820 0.910 -0.806
O 1.068 1.126 -0.044 -0.921
H 7.782 0.543 1.276 0.385
H 6.301 -0.409 1.500 0.294
H 6.569 1.013 2.482 0.283
H 7.795 1.976 -0.629 0.329
H 4.161 3.578 -2.205 0.414
H 2.873 2.414 -0.432 0.445
H 2.406 2.264 1.724 0.367
H 2.451 0.805 2.758 0.311


Entry 8:
14
Properties=species:S:1:pos:R:3:mulliken_charge:R:1 method="wB97M-V/def2-TZVPD" lumo_ev=1.010 smiles="C1=C[C@H]2[C@@H]1[C@@H]1P[C@H]21" charge=0
C -0.657 -1.344 0.844 -0.655
C 0.041 -1.617 -0.217 -0.744
C -0.202 -0.306 -0.897 -0.221
C -0.930 0.096 0.462 -0.524
C 0.398 0.927 0.833 -0.466
P 0.718 2.325 -0.424 -0.049
C 1.042 0.470 -0.453 -0.339
H -0.759 -1.728 1.761 0.522
H 0.494 -2.465 -0.587 0.525
H -0.455 -0.147 -1.910 0.592
H -1.789 0.649 0.497 0.530
H 0.712 0.899 1.840 0.454
H -0.645 2.296 -1.079 -0.001
H 2.031 -0.054 -0.669 0.374


Number 1: largest force on an atom 4.42 eV/A, E_tot -324.8508 Ha. Number 2: largest force on an atom 0.59 eV/A, E_tot -323.3587 Ha. Number 3: largest force on an atom 4.55 eV/A, E_tot -1827.6197 Ha. Number 4: largest force on an atom 3.34 eV/A, E_tot -318.9346 Ha. Number 5: largest force on an atom 5.02 eV/A, E_tot -1280.0924 Ha. Number 6: largest force on an atom 1.39 eV/A, E_tot -2016.3100 Ha. Number 7: largest force on an atom 1.16 eV/A, E_tot -2336.1835 Ha. Number 8: largest force on an atom 3.82 eV/A, E_tot -574.0169 Ha.